{"formula": "C63H70AsF3MoN5P2SSi2", "method": "wB97M-V/def2-TZVPD", "species": ["Mo", "C", "Si", "C", "C", "N", "P", "C", "P", "N", "Si", "C", "C", "C", "C", "C", "C", "C", "C", "C", "C", "C", "C", "C", "C", "C", "C", "C", "C", "C", "C", "C", "C", "C", "C", "C", "C", "C", "H", "H", "H", "H", "H", "H", "H", "H", "H", "H", "H", "H", "H", "H", "H", "H", "H", "H", "H", "H", "H", "H", "H", "H", "H", "H", "H", "H", "H", "H", "H", "H", "H", "H", "H", "H", "H", "H", "F", "C", "F", "F", "C", "C", "C", "C", "N", "C", "S", "H", "H", "H", "C", "C", "C", "C", "C", "C", "As", "C", "C", "C", "C", "C", "C", "C", "C", "C", "C", "C", "C", "H", "H", "H", "H", "H", "H", "H", "H", "H", "H", "H", "H", "H", "H", "H", "C", "C", "C", "C", "C", "H", "H", "H", "H", "H", "H", "H", "H", "H", "H", "N", "C", "C", "C", "N", "H", "H", "H", "H"], "positions_angstrom": [[-0.214, 0.404, -0.784], [-0.762, 2.523, 4.915], [0.633, 2.696, 3.647], [0.369, 4.246, 2.557], [2.158, 3.214, 4.670], [0.756, 1.381, 2.580], [1.507, 0.022, 2.188], [0.961, -0.697, 0.705], [0.478, -2.385, 0.824], [-1.041, -2.668, 1.099], [-2.184, -3.878, 1.384], [-2.852, -3.714, 3.167], [-1.689, -5.712, 1.230], [-3.644, -3.639, 0.194], [1.158, -3.203, -0.683], [0.562, -4.365, -1.160], [1.186, -5.133, -2.131], [2.420, -4.747, -2.636], [3.017, -3.583, -2.177], [2.385, -2.815, -1.208], [1.492, -3.488, 1.931], [2.806, -3.860, 1.656], [3.454, -4.808, 2.434], [2.798, -5.405, 3.500], [1.492, -5.040, 3.788], [0.848, -4.094, 3.006], [1.633, -0.973, 3.715], [2.778, -1.649, 4.125], [2.818, -2.245, 5.375], [1.722, -2.169, 6.224], [0.569, -1.520, 5.811], [0.527, -0.925, 4.559], [3.304, 0.446, 1.983], [4.000, 1.032, 3.039], [5.309, 1.457, 2.877], [5.945, 1.289, 1.652], [5.270, 0.685, 0.602], [3.955, 0.270, 0.771], [-0.838, 3.425, 5.528], [-0.574, 1.678, 5.583], [-1.730, 2.364, 4.439], [-0.371, 4.928, 2.986], [0.038, 3.990, 1.551], [1.306, 4.804, 2.460], [1.988, 4.200, 5.112], [3.043, 3.288, 4.034], [2.381, 2.518, 5.482], [-2.476, -4.514, 3.811], [-3.944, -3.764, 3.186], [-2.553, -2.764, 3.613], [-0.704, -5.894, 1.667], [-1.652, -6.041, 0.189], [-2.413, -6.345, 1.750], [-4.288, -2.820, 0.524], [-4.260, -4.541, 0.137], [-3.289, -3.401, -0.812], [-0.405, -4.646, -0.766], [0.709, -6.034, -2.497], [2.904, -5.345, -3.399], [3.984, -3.279, -2.560], [2.841, -1.901, -0.847], [3.330, -3.418, 0.820], [4.478, -5.081, 2.206], [3.307, -6.148, 4.103], [0.974, -5.490, 4.627], [-0.175, -3.813, 3.221], [3.638, -1.708, 3.472], [3.711, -2.771, 5.693], [1.770, -2.622, 7.207], [-0.293, -1.468, 6.466], [-0.354, -0.394, 4.217], [3.494, 1.152, 3.988], [5.838, 1.916, 3.705], [6.967, 1.625, 1.523], [5.770, 0.534, -0.348], [3.411, -0.192, -0.046], [0.466, -3.034, -6.228], [-0.129, -2.622, -5.076], [-0.506, -3.736, -4.436], [-1.270, -2.000, -5.459], [0.777, -1.713, -4.308], [2.015, -1.385, -4.832], [2.810, -0.484, -4.138], [2.334, 0.074, -2.971], [1.127, -0.195, -2.463], [0.371, -1.132, -3.092], [-1.074, -1.496, -2.247], [2.352, -1.825, -5.760], [3.791, -0.211, -4.502], [2.942, 0.777, -2.416], [-2.548, 6.529, -1.443], [-1.262, 6.027, -1.309], [-1.011, 4.685, -1.549], [-2.031, 3.816, -1.936], [-3.329, 4.319, -1.989], [-3.583, 5.664, -1.764], [-1.590, 1.938, -2.357], [-0.738, 2.252, -4.109], [-0.063, 3.405, -4.498], [0.597, 3.462, -5.719], [0.613, 2.358, -6.556], [-0.075, 1.209, -6.190], [-0.758, 1.167, -4.985], [-3.277, 1.405, -3.207], [-3.878, 0.200, -2.869], [-5.046, -0.210, -3.499], [-5.625, 0.589, -4.471], [-5.017, 1.784, -4.837], [-3.844, 2.182, -4.216], [-2.743, 7.581, -1.280], [-0.451, 6.683, -1.018], [-0.007, 4.308, -1.417], [-4.154, 3.653, -2.200], [-4.596, 6.037, -1.848], [-0.050, 4.272, -3.848], [1.100, 4.373, -6.019], [1.151, 2.397, -7.496], [-0.080, 0.344, -6.841], [-1.323, 0.282, -4.717], [-3.422, -0.422, -2.114], [-5.497, -1.156, -3.231], [-6.545, 0.279, -4.952], [-5.456, 2.402, -5.610], [-3.365, 3.106, -4.520], [-4.277, 0.639, 0.373], [-2.989, 1.004, 1.125], [-3.053, 0.378, 2.528], [-2.901, 2.525, 1.258], [-1.779, 0.408, 0.442], [-5.149, 0.882, 0.989], [-4.302, -0.428, 0.147], [-4.348, 1.198, -0.560], [-3.823, 0.856, 3.143], [-2.082, 0.490, 3.014], [-3.274, -0.688, 2.451], [-3.843, 2.943, 1.628], [-2.673, 2.975, 0.293], [-2.107, 2.782, 1.956], [-1.765, -0.654, 0.734], [1.633, 2.584, 0.495], [2.563, 3.514, 0.265], [2.657, 3.669, -1.104], [1.718, 2.774, -1.625], [1.108, 2.113, -0.636], [1.223, 2.208, 1.409], [3.105, 3.974, 1.074], [3.299, 4.335, -1.654], [1.464, 2.605, -2.656]], "atomic_forces_ev_per_a": [[-1.70, -0.29, 1.52], [0.10, 0.03, -0.23], [-0.02, 0.16, 0.10], [-0.23, -0.05, 0.25], [-0.12, -0.23, -0.07], [0.12, 0.30, 0.72], [0.05, -0.23, -1.04], [0.48, -1.30, 1.38], [0.43, 0.74, -0.37], [0.12, -0.76, -0.06], [-0.17, 0.36, 0.06], [0.02, -0.07, -0.15], [0.14, 0.20, -0.11], [0.07, -0.08, 0.16], [-0.17, -0.02, -0.03], [0.00, 0.12, -0.03], [-0.08, -0.05, 0.00], [0.05, -0.02, -0.10], [0.04, 0.01, 0.00], [-0.11, 0.03, -0.20], [-0.17, 0.06, 0.21], [0.04, 0.03, 0.17], [0.08, 0.07, 0.00], [0.01, -0.02, 0.08], [0.00, -0.02, 0.08], [0.06, 0.06, -0.02], [-0.29, 0.04, -0.01], [-0.05, 0.01, 0.04], [0.04, -0.01, 0.04], [0.04, -0.08, 0.01], [-0.07, -0.01, 0.02], [0.03, -0.05, -0.07], [-0.14, 0.12, 0.03], [0.01, -0.03, -0.11], [-0.03, -0.02, 0.07], [0.06, 0.02, -0.03], [0.08, 0.05, 0.06], [-0.03, -0.06, -0.10], [0.05, 0.02, 0.00], [0.03, 0.00, -0.01], [-0.02, -0.03, -0.04], [0.01, -0.02, 0.07], [-0.19, 0.09, 0.09], [-0.03, 0.00, 0.03], [-0.11, 0.00, 0.01], [-0.01, 0.06, 0.03], [0.03, -0.01, 0.00], [0.01, -0.01, 0.00], [-0.01, -0.03, 0.01], [0.00, 0.05, -0.06], [-0.01, -0.03, 0.01], [-0.03, -0.03, 0.01], [-0.06, 0.05, 0.02], [0.02, 0.06, 0.01], [-0.03, 0.00, 0.00], [0.06, -0.02, 0.00], [0.05, -0.06, -0.06], [-0.02, 0.00, -0.02], [0.01, -0.01, 0.03], [-0.02, 0.03, -0.05], [-0.03, -0.06, 0.01], [0.04, -0.01, 0.07], [-0.01, -0.01, -0.03], [-0.02, 0.00, 0.00], [-0.02, 0.00, -0.01], [0.01, 0.02, 0.07], [0.01, 0.01, 0.01], [0.01, 0.00, -0.02], [-0.02, -0.01, -0.01], [0.00, 0.00, -0.01], [-0.02, -0.04, 0.10], [0.13, 0.00, 0.01], [0.00, 0.01, 0.00], [0.01, -0.02, 0.00], [-0.02, 0.02, -0.01], [-0.07, 0.06, 0.08], [-0.05, 0.04, 0.10], [-0.24, -0.24, -0.29], [0.13, 0.12, 0.10], [0.12, 0.00, 0.02], [0.44, 0.05, -0.10], [-0.32, 0.04, 0.28], [0.31, 0.01, -0.08], [-0.16, 0.03, 0.06], [0.84, -0.68, -1.17], [-0.22, -0.16, 0.03], [-0.05, 0.24, 0.12], [-0.01, 0.01, 0.00], [0.00, -0.01, 0.03], [-0.01, 0.04, 0.05], [0.02, 0.00, 0.02], [-0.03, 0.07, -0.02], [0.04, -0.18, 0.04], [0.01, 0.08, 0.16], [0.01, -0.18, -0.08], [-0.04, 0.03, 0.00], [-0.66, 0.75, -1.00], [0.18, 0.01, -0.13], [-0.08, 0.03, 0.15], [0.05, 0.02, -0.06], [-0.01, 0.02, -0.05], [0.01, 0.00, -0.02], [-0.02, 0.00, 0.07], [-0.05, -0.22, 0.14], [0.05, 0.07, 0.08], [-0.06, -0.02, -0.04], [-0.01, -0.03, -0.02], [0.00, 0.03, 0.00], [0.06, 0.03, -0.01], [-0.01, 0.00, 0.02], [0.02, -0.03, 0.01], [0.03, 0.08, -0.01], [-0.03, 0.04, -0.06], [-0.01, -0.02, 0.05], [-0.01, 0.01, -0.02], [0.03, 0.00, 0.05], [-0.02, 0.00, -0.01], [-0.03, -0.01, 0.00], [0.05, -0.04, -0.03], [-0.07, 0.00, 0.04], [0.00, 0.01, 0.03], [0.02, -0.01, -0.02], [0.01, 0.01, 0.00], [0.00, 0.00, -0.01], [0.12, 0.04, 0.12], [-0.04, 0.24, 0.01], [0.06, 0.02, -0.10], [0.00, -0.20, 0.01], [0.31, 0.12, -0.45], [-0.02, 0.02, -0.02], [-0.03, -0.02, -0.03], [-0.06, 0.00, -0.01], [0.00, 0.02, 0.00], [-0.02, -0.01, 0.08], [0.01, -0.03, 0.05], [0.02, 0.03, 0.01], [-0.03, 0.09, 0.08], [0.13, 0.11, 0.02], [0.05, -0.08, -0.04], [0.41, 0.65, -0.69], [-0.11, -0.28, -0.06], [0.00, 0.05, -0.25], [0.27, 0.09, -0.03], [0.44, 0.62, 0.06], [-0.07, -0.48, 0.29], [-0.05, -0.01, 0.02], [0.02, -0.01, 0.00], [-0.04, -0.12, -0.01]], "orbital_gap_ev": [5.891, 5.993], "s_squared": 2.1889, "e_lumo_ev": [2.3, 2.3], "total_charge": -1, "energy_ha": -6980.0870, "multiplicity": 3}